No. 1
ORCA calculation (ωB97M-V/def2-TZVPD) on a cluster of 16 separate species, C5H40O15 in total.

```
! RIJCOSX wB97M-V def2-TZVPD def2/J DEFGRID3
* xyz 0 1
C -1.726 -0.587 -0.263
C -1.356 -0.887 -1.694
C -0.150 -1.262 -2.213
C 0.037 -1.559 -3.609
C -2.512 -0.815 -2.651
H -2.801 -0.439 -0.081
H -0.978 0.155 0.135
H -1.739 -1.441 0.420
H 0.749 -1.151 -1.666
H 0.394 -0.798 -4.343
H 0.580 -2.410 -3.634
H -0.942 -1.636 -4.137
H -2.822 -1.839 -2.926
H -2.289 -0.195 -3.500
H -3.252 -0.125 -2.211
H -1.470 0.162 3.045
H -0.459 -0.166 3.937
O -0.897 0.577 3.540
H 1.581 0.098 -3.728
H 2.350 1.495 -4.038
O 1.875 0.812 -4.365
H 1.013 -1.844 3.443
H 0.967 -2.016 4.967
O 0.508 -1.869 4.207
H -2.657 -1.837 2.723
H -3.906 -1.150 3.015
O -3.331 -1.212 2.287
H -0.967 -3.136 2.809
H -1.792 -2.869 4.226
O -1.927 -3.075 3.265
H 1.837 2.881 -0.080
H 0.414 3.714 -0.008
O 1.256 3.583 0.468
H 1.162 2.349 -1.719
H 0.696 3.276 -2.648
O 1.519 2.810 -2.422
H 3.789 1.047 3.300
H 2.714 1.288 2.289
O 3.567 0.666 2.373
H 0.147 -4.003 0.949
H 0.870 -2.635 1.517
O 0.140 -3.374 1.605
H -1.210 2.438 -4.569
H 0.264 1.927 -4.504
O -0.499 2.187 -3.848
H 4.226 -0.669 -0.453
H 5.290 -1.151 -1.424
O 4.424 -1.278 -1.119
H 0.378 1.448 2.703
H 0.971 2.678 1.833
O 1.117 1.916 2.474
H -2.017 3.546 -0.797
H -1.310 3.040 -2.145
O -1.210 3.410 -1.360
H 2.174 -0.682 2.654
H 3.084 -1.665 1.992
O 2.394 -1.621 2.604
H -3.191 0.770 1.564
H -2.081 1.642 0.950
O -2.995 1.480 0.861
*
```

Calculated values
calculated total energy = -1342.929330 a.u.
gap between HOMO and LUMO = 8.54 eV
HOMO level = -8.5 eV
energy above the lowest of the compared OMol25 structures with the same formula, charge and spin = 4.481 eV

No. 2
ORCA calculation (ωB97M-V/def2-TZVPD) on a cluster of 16 separate species, C5H41NO15 in total.

```
! RIJCOSX wB97M-V def2-TZVPD def2/J DEFGRID3
* xyz 0 1
C -0.097 3.756 2.426
N 0.321 3.201 0.984
C -0.832 2.593 0.259
C -1.495 1.449 1.026
C -2.057 0.356 0.200
C -3.344 0.016 0.304
H -0.162 3.058 3.207
H -1.107 4.135 2.305
H 0.330 4.621 2.718
H 1.074 2.564 1.203
H -0.396 2.261 -0.585
H -1.502 3.501 -0.180
H -2.165 1.990 1.752
H -0.680 0.961 1.686
H -1.444 -0.259 -0.483
H -4.174 0.437 0.907
H -3.769 -0.762 -0.255
H 0.679 0.716 -2.813
H -0.664 1.540 -3.192
O -0.071 0.751 -3.299
H -3.073 0.101 -2.236
H -2.226 0.214 -3.433
O -2.992 0.492 -2.965
H 1.938 -3.822 2.737
H 2.815 -3.450 1.541
O 2.563 -3.260 2.399
H -3.481 -2.267 -3.315
H -2.211 -2.140 -2.238
O -2.592 -2.095 -3.129
H 1.471 -0.162 0.398
H 2.094 1.231 0.691
O 2.247 0.335 0.148
H -4.338 1.888 2.758
H -4.742 2.877 1.563
O -4.038 2.401 2.027
H 0.629 -3.385 -1.967
H 1.643 -3.893 -2.991
O 1.214 -4.086 -2.227
H 4.407 -0.007 -0.652
H 5.297 -0.311 0.663
O 4.976 -0.625 -0.220
H 0.763 -2.514 0.853
H 1.123 -1.380 1.816
O 0.712 -1.624 1.020
H -2.568 2.427 -2.380
H -2.090 3.112 -3.782
O -1.970 2.960 -2.825
H 0.765 -5.020 0.545
H 1.592 -4.538 -0.607
O 1.434 -4.376 0.401
H 2.684 -1.744 3.400
H 3.823 -1.467 2.794
O 3.410 -1.091 3.595
H 2.877 0.238 3.170
H 3.286 1.659 2.562
O 2.419 1.195 2.687
H -2.136 -3.114 -0.128
H -3.610 -2.852 -0.434
O -2.767 -3.332 -0.786
H 0.926 3.810 -1.354
H 1.406 2.187 -1.492
O 1.656 3.120 -1.443
*
```

Calculated values
calculated total energy = -1398.207503 a.u.
gap between HOMO and LUMO = 8.07 eV
HOMO level = -8.3 eV
energy above the lowest of the compared OMol25 structures with the same formula, charge and spin = 8.882 eV

No. 3
ORCA calculation (ωB97M-V/def2-TZVPD) on a cluster of 16 separate species, C5H41NO15 in total.

```
! RIJCOSX wB97M-V def2-TZVPD def2/J DEFGRID3
* xyz 0 1
C 0.163 -0.300 0.467
N -0.571 0.536 1.379
C -0.924 1.720 0.442
C 0.190 0.881 2.607
C 1.435 -0.027 2.429
C 1.248 -1.025 1.284
H -0.558 -1.141 0.020
H 0.638 0.099 -0.486
H -0.173 2.484 0.399
H -1.207 1.332 -0.595
H -1.796 2.136 0.893
H 0.605 1.887 2.677
H -0.609 0.793 3.431
H 2.354 0.540 2.166
H 1.632 -0.537 3.433
H 1.026 -2.081 1.683
H 2.169 -1.207 0.669
H 2.507 0.921 -4.103
H 1.289 0.429 -3.286
O 2.044 1.068 -3.213
H 2.585 -0.005 -2.009
H 3.296 0.297 -0.628
O 2.835 -0.436 -1.083
H -0.497 -2.498 3.680
H -1.778 -2.376 3.132
O -1.003 -2.810 2.883
H -2.544 0.405 -2.405
H -2.158 -0.366 -1.230
O -2.306 -0.402 -2.196
H 4.381 -3.049 -0.152
H 4.178 -1.856 -1.027
O 4.137 -2.776 -0.925
H 4.287 3.081 1.707
H 3.272 3.066 0.392
O 3.659 2.522 1.174
H -0.498 4.741 -1.941
H -1.193 3.856 -0.947
O -0.513 4.434 -1.090
H 0.274 -2.055 -2.876
H -0.994 -1.208 -3.099
O -0.023 -1.247 -3.285
H 0.257 -3.991 2.062
H 1.165 -4.999 1.392
O 1.145 -4.155 1.693
H -3.615 0.187 3.022
H -2.215 -0.154 2.454
O -2.954 -0.452 2.977
H 2.433 -3.146 -1.675
H 1.004 -3.566 -1.324
O 1.513 -3.345 -2.096
H -2.549 -2.063 0.196
H -3.919 -1.702 0.946
O -3.444 -1.732 0.117
H 1.261 4.207 -0.453
H 1.742 3.014 -1.350
O 2.037 3.571 -0.709
H -3.965 -0.060 -0.630
H -4.825 -0.062 -1.851
O -4.745 0.363 -0.983
H -3.930 2.280 -0.861
H -3.820 3.080 -2.062
O -3.435 2.899 -1.234
*
```

Calculated values
calculated total energy = -1398.340705 a.u.
gap between HOMO and LUMO = 8.97 eV
HOMO level = -8.8 eV
energy above the lowest of the compared OMol25 structures with the same formula, charge and spin = 5.257 eV

No. 4
ORCA calculation (ωB97M-V/def2-TZVPD) on a cluster of 15 separate species, C5H43N2O14 in total.

```
! RIJCOSX wB97M-V def2-TZVPD def2/J DEFGRID3
* xyz 1 1
N -1.038 -0.908 -0.067
C 0.313 -0.683 -0.805
C 0.686 -2.015 -1.390
C 1.374 0.091 -0.048
N 0.663 1.122 0.790
C 1.049 0.897 2.214
C 1.131 2.445 0.374
H -1.626 -1.576 -0.562
H -0.656 -1.248 0.816
H -1.558 -0.029 0.064
H -0.060 -0.004 -1.564
H 1.757 -2.209 -1.303
H 0.195 -2.784 -0.783
H 0.280 -2.201 -2.379
H 2.003 -0.467 0.650
H 2.032 0.452 -0.842
H 0.334 1.440 2.826
H 0.949 -0.167 2.428
H 2.103 1.082 2.442
H 1.210 2.606 -0.700
H 1.899 2.968 0.957
H 0.322 3.176 0.573
H -0.976 1.556 -4.132
H -0.897 0.989 -2.821
O -1.469 1.561 -3.334
H -0.113 -3.744 1.555
H -1.560 -3.928 2.211
O -1.019 -3.432 1.596
H 0.715 -0.552 5.450
H -0.580 -0.310 4.648
O 0.373 -0.193 4.626
H -5.708 0.141 1.414
H -4.636 1.152 1.179
O -4.864 0.240 0.956
H 4.503 1.400 1.309
H 3.973 2.838 1.702
O 4.150 1.950 2.011
H -2.605 2.616 1.275
H -3.067 3.196 -0.090
O -2.953 3.402 0.833
H 3.748 -2.605 3.839
H 2.635 -3.441 4.381
O 3.305 -3.433 3.689
H -3.654 -1.482 -2.180
H -3.996 -2.652 -1.190
O -3.291 -2.209 -1.660
H -1.348 0.900 2.056
H -2.806 0.746 2.417
O -2.222 0.833 1.656
H 0.657 2.808 -3.748
H 1.492 4.058 -3.371
O 0.881 3.400 -3.029
H -4.688 -0.903 -3.737
H -3.866 -0.005 -4.743
O -3.812 -0.649 -4.036
H 2.899 1.657 -1.874
H 4.420 1.589 -1.836
O 3.642 1.131 -2.156
H 0.863 -0.937 -4.477
H 1.761 0.080 -3.546
O 0.906 -0.292 -3.770
H 2.427 -3.218 1.755
H 1.728 -3.284 0.296
O 1.690 -2.959 1.189
*
```

Calculated values
calculated total energy = -1378.886786 a.u.
gap between HOMO and LUMO = 9.52 eV
HOMO level = -11.8 eV
energy above the lowest of the compared OMol25 structures with the same formula, charge and spin = 2.293 eV

No. 5
ORCA calculation (ωB97M-V/def2-TZVPD) on a structure of composition C5H4BaF8NO4.

```
! RIJCOSX wB97M-V def2-TZVPD def2/J DEFGRID3
* xyz 0 2
Ba -2.729 7.319 -3.217
N -2.762 4.337 -1.152
O -2.601 3.803 -2.214
O -2.451 3.815 -0.075
O -3.064 5.561 -1.175
C 1.438 -1.580 1.148
C 0.845 -2.838 0.424
C 1.301 -4.085 1.049
F 0.881 -5.074 0.189
F 2.654 -4.246 1.244
F -0.514 -2.842 0.301
F 1.275 -2.839 -0.862
O 1.242 -0.587 0.250
C 0.326 0.416 0.548
C 0.041 1.194 -0.769
F 1.198 1.566 -1.346
F -0.525 0.383 -1.633
F -0.796 -0.231 0.988
F 0.806 1.088 1.642
H 2.496 -1.662 1.397
H 0.911 -1.427 2.089
H 0.608 -4.158 1.887
H -0.581 2.087 -0.710
*
```

Calculated values
calculated total energy = -1372.877905 a.u.
gap between HOMO and LUMO (alpha / beta) = 5.15 / 8.72 eV
HOMO level (alpha / beta) = -5.8 / -9.5 eV

No. 6
ORCA calculation (ωB97M-V/def2-TZVPD) on the molecule C5H4Br2O2.

```
! RIJCOSX wB97M-V def2-TZVPD def2/J DEFGRID3
* xyz 0 1
O -0.483 -1.114 -1.632
C -0.987 -0.343 -0.871
C -0.153 0.590 0.008
O -0.162 -0.086 1.274
C 0.956 -0.859 1.298
C 1.797 -0.608 0.291
Br 3.420 -1.465 -0.065
C 1.287 0.550 -0.496
Br 2.284 2.215 -0.091
H -2.067 -0.334 -0.646
H -0.590 1.583 0.124
H 1.038 -1.563 2.105
H 1.344 0.436 -1.578
*
```

Calculated values
calculated total energy = -5491.390554 a.u.
gap between HOMO and LUMO = 9.32 eV
HOMO level = -9.0 eV
SMILES = O=C[C@H]1OC=C(Br)[C@@H]1Br
energy above the lowest of the compared OMol25 structures with the same formula, charge and spin = 0.103 eV

No. 7
ORCA calculation (ωB97M-V/def2-TZVPD) on the molecule C5H4BrI.

```
! RIJCOSX wB97M-V def2-TZVPD def2/J DEFGRID3
* xyz 0 1
Br -2.359 -1.700 0.713
C -0.989 -0.633 0.170
C 0.224 -0.261 1.225
I -0.180 -0.430 3.277
C 1.147 0.502 0.470
C 0.817 0.633 -0.825
C -0.452 -0.121 -1.172
H 1.913 0.948 0.983
H 1.158 1.610 -1.333
H -1.042 0.565 -1.698
H -0.237 -1.113 -1.810
*
```

Calculated values
calculated total energy = -3064.507326 a.u.
gap between HOMO and LUMO (alpha / beta) = 7.54 / 7.54 eV
HOMO level (alpha / beta) = -7.7 / -7.7 eV
SMILES = BrC1=C(I)C=CC1
energy above the lowest of the compared OMol25 structures with the same formula, charge and spin = 1.346 eV

No. 8
ORCA calculation (ωB97M-V/def2-TZVPD) on the molecule C5H4BrIO.

```
! RIJCOSX wB97M-V def2-TZVPD def2/J DEFGRID3
* xyz 0 1
C -0.344 -1.257 0.692
C -0.369 2.179 -0.810
C 0.725 -1.978 0.972
C 0.095 0.776 -0.756
C -0.457 0.186 0.529
O 1.643 -2.515 1.446
Br 0.891 3.235 -1.649
I -1.992 -2.414 -0.048
H -0.103 -0.059 -1.511
H 1.312 0.663 -0.865
H -1.441 0.511 0.573
H 0.039 0.673 1.426
*
```

Calculated values
calculated total energy = -3139.685767 a.u.
gap between HOMO and LUMO = 7.77 eV
HOMO level = -8.9 eV
energy above the lowest of the compared OMol25 structures with the same formula, charge and spin = 3.849 eV

No. 9
ORCA calculation (ωB97M-V/def2-TZVPD) on a structure of composition C5H4BrNOOsTe4.

```
! RIJCOSX wB97M-V def2-TZVPD def2/J DEFGRID3
* xyz 2 5
Os -0.111 1.941 -0.929
Te 1.603 2.968 -2.695
Te 2.342 5.407 -1.849
Te 1.056 5.793 0.493
Te 0.056 3.390 1.263
O -0.834 -3.826 0.756
C -0.576 -2.577 0.525
C 0.449 -1.826 1.146
C 0.618 -0.497 0.835
N -0.162 0.126 -0.064
C -1.117 -0.597 -0.688
Br -1.997 0.516 -2.001
C -1.380 -1.908 -0.441
H -0.277 -4.279 1.414
H 1.105 -2.284 1.871
H 1.383 0.107 1.315
H -2.158 -2.455 -0.951
*
```

Calculated values
calculated total energy = -4059.046574 a.u.
gap between HOMO and LUMO (alpha / beta) = 5.87 / 5.39 eV
HOMO level (alpha / beta) = -14.3 / -14.9 eV

No. 10
ORCA calculation (ωB97M-V/def2-TZVPD) on a cluster of 2 separate species, C5H4ClN3O3 in total.

```
! RIJCOSX wB97M-V def2-TZVPD def2/J DEFGRID3
* xyz 0 1
C 0.103 -0.744 -1.711
C 0.195 0.451 -1.092
C -0.228 -1.210 0.405
C -0.664 2.345 1.305
C -0.035 1.035 1.308
N -0.210 -1.687 -0.772
N 0.031 0.159 0.273
N 1.924 1.627 1.685
O 2.525 1.333 0.708
O -1.021 2.970 0.346
O 2.244 2.053 2.750
Cl -0.763 3.017 2.923
H 0.152 -0.963 -2.739
H 0.645 1.439 -1.345
H -0.830 -1.623 1.183
H 0.068 0.438 2.344
*
```

Calculated values
calculated total energy = -1042.944880 a.u.
gap between HOMO and LUMO (alpha / beta) = 7.94 / 7.94 eV
HOMO level (alpha / beta) = -9.5 / -9.5 eV
energy above the lowest of the compared OMol25 structures with the same formula, charge and spin = 1.232 eV

No. 11
ORCA calculation (ωB97M-V/def2-TZVPD) on a cluster of 2 separate species, C5H4ClN3O3 in total.

```
! RIJCOSX wB97M-V def2-TZVPD def2/J DEFGRID3
* xyz 0 3
C -0.696 -1.110 -2.601
C -0.848 -0.092 -1.697
C 0.856 -1.370 -1.075
C 0.174 -0.167 2.381
C 0.436 0.876 1.352
N 0.334 -1.846 -2.251
N 0.092 -0.341 -0.767
N -0.415 2.015 1.313
O 0.146 3.091 1.229
O -0.888 -0.459 2.839
O -1.582 1.807 1.213
Cl 1.665 -1.073 2.765
H -1.069 -1.202 -3.615
H -1.578 0.662 -1.404
H 1.847 -1.811 -0.675
H 1.525 1.020 0.994
*
```

Calculated values
calculated total energy = -1042.848931 a.u.
gap between HOMO and LUMO (alpha / beta) = 9.32 / 6.95 eV
HOMO level (alpha / beta) = -9.3 / -10.4 eV
energy above the lowest of the compared OMol25 structures with the same formula, charge and spin = 1.939 eV

No. 12
ORCA calculation (ωB97M-V/def2-TZVPD) on a structure of composition C5H4ClNNiO4S.

```
! RIJCOSX wB97M-V def2-TZVPD def2/J DEFGRID3
* xyz 0 3
Ni -0.833 -1.448 -0.080
O -4.188 -2.121 1.103
Cl -3.439 -1.919 -0.078
O -4.215 -1.975 -1.258
O -2.708 -0.614 -0.006
O -2.306 -2.884 -0.151
S 1.315 -2.150 -0.148
C 1.506 -0.413 -0.043
C 2.689 0.316 -0.012
C 2.604 1.694 0.074
C 1.364 2.323 0.127
C 0.232 1.538 0.092
N 0.313 0.210 0.009
H 3.640 -0.195 -0.054
H 3.511 2.284 0.100
H 1.280 3.398 0.195
H -0.766 1.957 0.130
*
```

Calculated values
calculated total energy = -2915.092031 a.u.
gap between HOMO and LUMO (alpha / beta) = 8.87 / 7.65 eV
HOMO level (alpha / beta) = -9.0 / -9.0 eV
energy above the lowest of the compared OMol25 structures with the same formula, charge and spin = 0.000 eV

Which of these has the lowest calculated total energy? C5H4Br2O2